Record 1
Density functional theory data (the ωB97M-V functional and the def2-TZVPD basis) for a cluster of 2 separate species, H4N4O2 in total at a distorted geometry.

Charge: 0
Spin multiplicity: 1
ΔE to the lowest compared entry with this formula, charge and spin (eV): 2.0144
E_LUMO (spin up / spin down) (eV): -0.6 / -0.6
Frontier orbital gap (spin up / spin down) (eV): 7.21 / 7.21

Last column: Mulliken charge in e.
Positions of all 10 atoms, in Å:
N: -0.69405 -1.36847 -0.29173  -0.465
N: -0.25384 -0.11364 -0.72050  0.567
N: 0.95652 -0.06117 -1.00919  -0.612
N: 0.76575 1.08790 1.33961  0.269
O: -0.43899 1.06997 1.09869  -0.357
O: 1.24775 1.60633 2.30310  -0.479
H: -0.02673 -1.87804 0.19936  0.272
H: -1.66261 -1.35535 0.10144  0.263
H: -1.04273 0.25178 -1.34028  0.283
H: 1.14893 0.76070 -1.68050  0.259

=====

Record 2
Density functional theory data (the ωB97M-V functional and the def2-TZVPD basis) for an isolated molecule of H4N4O2 at a distorted geometry.

Charge: 0
Spin multiplicity: 1
ΔE to the lowest compared entry with this formula, charge and spin (eV): 1.0484
E_LUMO (eV): 0.7
Frontier orbital gap (eV): 10.18
SMILES: NN(N)[N+](=O)[O-]

Last column: Mulliken charge in e.
Positions of all 10 atoms, in Å:
N: -0.88820 0.58241 -0.63894  -0.731
N: 0.38483 0.15743 -0.28153  0.281
N: 0.62431 -0.44681 1.05685  -0.482
N: 1.47569 0.62972 -0.88542  1.121
O: 1.36571 1.44848 -1.77249  -0.656
O: 2.59025 0.24491 -0.49843  -0.611
H: -1.35070 -0.24206 -1.25558  0.266
H: -0.95036 1.35382 -1.17499  0.288
H: 0.87878 -1.39100 0.93566  0.233
H: -0.25823 -0.31755 1.51198  0.291

=====

Record 3
Density functional theory data (the ωB97M-V functional and the def2-TZVPD basis) for the ion H4N5 with charge +1 at a distorted geometry.

Charge: +1
Spin multiplicity: 1
ΔE to the lowest compared entry with this formula, charge and spin (eV): 4.0501
E_LUMO (eV): -6.0
Frontier orbital gap (eV): 9.99
SMILES: N#[N+]N(N)N

Last column: Mulliken charge in e.
Positions of all 9 atoms, in Å:
N: 2.47668 -0.01362 0.09162  -0.209
N: 1.35864 0.11071 0.05678  0.602
N: 0.12313 0.00668 -0.07353  0.493
N: -0.34482 -1.23164 0.02913  -0.533
N: -0.79435 1.11404 0.07083  -0.506
H: -0.79205 -1.68592 -0.76925  0.260
H: -0.56321 -1.67036 0.94032  0.265
H: -1.16963 1.52522 -0.85788  0.334
H: -0.29439 1.84488 0.51198  0.293

=====

Record 4
Density functional theory data (the ωB97M-V functional and the def2-TZVPD basis) for an isolated molecule of H4NO2PS at a distorted geometry.

Charge: 0
Spin multiplicity: 1
ΔE to the lowest compared entry with this formula, charge and spin (eV): 4.8145
E_LUMO (eV): 0.1
Frontier orbital gap (eV): 10.43
SMILES: NS(=O)(=O)P

Last column: Mulliken charge in e.
Positions of all 9 atoms, in Å:
N: 0.84410 1.23688 0.04825  -0.489
S: 0.62115 -0.25250 -0.60649  0.833
O: 2.03334 -1.05547 -0.70597  -0.593
O: -0.10838 -0.11595 -1.82208  -0.530
P: -0.82271 -1.23232 0.77325  -0.031
H: 1.55325 1.22617 0.87340  0.320
H: 1.29089 1.84755 -0.57735  0.269
H: -1.72685 -0.20175 0.73053  0.119
H: -0.06075 -1.06260 1.99564  0.102

=====

Record 5
Density functional theory data (the ωB97M-V functional and the def2-TZVPD basis) for an isolated molecule of H4NO2PS at a distorted geometry.

Charge: 0
Spin multiplicity: 1
ΔE to the lowest compared entry with this formula, charge and spin (eV): 4.3703
E_LUMO (eV): 0.3
Frontier orbital gap (eV): 10.21
SMILES: NS(=O)(=O)P

Last column: Mulliken charge in e.
Positions of all 9 atoms, in Å:
N: 0.88044 -0.82530 1.02913  -0.523
S: 0.79556 -0.23702 -0.50442  1.000
O: 1.31885 -1.23028 -1.34046  -0.543
O: 1.23447 1.08428 -0.46096  -0.566
P: -1.40314 -0.23468 -1.01923  -0.127
H: 0.69534 -1.81738 0.99480  0.301
H: 0.35474 -0.40727 1.80130  0.270
H: -1.67144 1.12759 -1.30308  0.119
H: -2.00078 -0.06552 0.51631  0.070

=====

Record 6
Density functional theory data (the ωB97M-V functional and the def2-TZVPD basis) for an isolated molecule of H4NO2PS at a distorted geometry.

Charge: 0
Spin multiplicity: 1
ΔE to the lowest compared entry with this formula, charge and spin (eV): 6.5146
E_LUMO (eV): -0.3
Frontier orbital gap (eV): 9.66
SMILES: NS(=O)(=O)P

Last column: Mulliken charge in e.
Positions of all 9 atoms, in Å:
N: 0.77875 1.16726 0.34783  -0.512
S: -0.60716 0.12653 0.35489  0.841
O: -1.51029 0.70073 -1.18210  -0.614
O: -1.17603 0.09445 1.67888  -0.515
P: 0.06796 -1.89611 -0.03854  -0.036
H: 0.69883 1.61575 -0.55674  0.312
H: 0.81556 1.75386 1.17062  0.281
H: 1.37205 -1.74426 -0.51572  0.110
H: -0.43967 -1.81822 -1.25912  0.134

=====

Record 7
Density functional theory data (the ωB97M-V functional and the def2-TZVPD basis) for the ion H4NO2SSi with charge -1 at a distorted geometry.

Charge: -1
Spin multiplicity: 1
ΔE to the lowest compared entry with this formula, charge and spin (eV): 0.8220
E_LUMO (eV): 4.1
Frontier orbital gap (eV): 8.15

Last column: Mulliken charge in e.
Positions of all 9 atoms, in Å:
N: -0.09562 0.72565 0.65331  -0.454
O: -2.50492 0.71200 -0.48175  -0.562
O: -1.42066 -1.37982 0.00522  -0.662
Si: 1.08841 -0.24558 -0.09534  0.363
S: -1.81064 -0.01519 0.52732  0.503
H: -0.15472 1.68620 0.05268  0.246
H: 2.23528 0.75964 -0.51402  -0.171
H: 1.48260 -1.09549 1.17512  -0.134
H: 1.18027 -1.14741 -1.32253  -0.129

=====

Record 8
Density functional theory data (the ωB97M-V functional and the def2-TZVPD basis) for a cluster of 2 separate species, H4NOP2 in total at a distorted geometry.

Charge: -1
Spin multiplicity: 1
ΔE to the lowest compared entry with this formula, charge and spin (eV): 3.8532
E_LUMO (eV): 4.3
Frontier orbital gap (eV): 6.68

Last column: Mulliken charge in e.
Positions of all 8 atoms, in Å:
N: -2.16323 0.27317 0.09482  0.076
O: -1.31866 -0.32983 0.80580  -0.611
P: -1.67545 1.10661 -1.16013  -0.421
P: 2.09017 -0.62235 1.02476  -0.122
H: -3.05256 1.44945 -1.42389  0.001
H: 0.89990 -0.75947 0.43009  0.051
H: 2.35398 0.39043 0.08146  0.021
H: 2.86585 -1.50801 0.14709  0.004

=====

Record 9
Density functional theory data (the ωB97M-V functional and the def2-TZVPD basis) for a cluster of 2 separate species, H4NOPS2 in total at a distorted geometry.

Charge: 0
Spin multiplicity: 1
ΔE to the lowest compared entry with this formula, charge and spin (eV): 2.6753
E_LUMO (eV): -1.0
Frontier orbital gap (eV): 8.21

Last column: Mulliken charge in e.
Positions of all 9 atoms, in Å:
N: -1.69906 0.19799 -0.00861  -0.732
O: 0.75345 0.53024 -1.37135  -0.437
P: 0.74280 0.14097 0.16916  0.688
S: 2.07887 1.12688 1.12865  -0.300
S: 0.67524 -1.91516 0.33384  -0.166
H: -2.28067 0.44080 0.83190  0.188
H: -1.75584 1.07633 -0.56320  0.239
H: -0.09358 0.26087 -1.72129  0.356
H: 1.57880 -1.85890 1.20091  0.165

=====

Record 10
Density functional theory data (the ωB97M-V functional and the def2-TZVPD basis) for a cluster of 2 separate species, H4NP in total at a distorted geometry.

Charge: 0
Spin multiplicity: 1
ΔE to the lowest compared entry with this formula, charge and spin (eV): 6.7034
E_LUMO (spin up / spin down) (eV): -0.8 / -1.4
Frontier orbital gap (spin up / spin down) (eV): 9.07 / 7.02

Last column: Mulliken charge in e.
Positions of all 6 atoms, in Å:
N: -0.55193 1.42255 -0.59115  -0.417
P: -0.36882 0.01748 -0.06599  0.063
H: 1.70699 0.01277 -0.36282  0.126
H: -0.41671 0.10745 1.32768  0.119
H: 0.96078 -0.68055 0.08481  0.022
H: -1.33032 -0.87970 -0.39253  0.087

=====

Record 11
Density functional theory data (the ωB97M-V functional and the def2-TZVPD basis) for a cluster of 2 separate species, H4NPS in total at a distorted geometry.

Charge: 0
Spin multiplicity: 1
ΔE to the lowest compared entry with this formula, charge and spin (eV): 3.1234
E_LUMO (spin up / spin down) (eV): -0.3 / -0.3
Frontier orbital gap (spin up / spin down) (eV): 7.08 / 8.63

Last column: Mulliken charge in e.
Positions of all 7 atoms, in Å:
N: -0.82714 0.95101 0.09568  -0.473
P: -0.06224 -0.17307 -0.85687  0.130
S: 1.84682 -0.16683 0.13406  -0.293
H: -1.77571 1.35492 -0.35531  0.280
H: -0.48187 1.80285 0.56588  0.272
H: -0.82059 -2.28161 0.30727  -0.086
H: 2.12074 -1.48726 0.10928  0.170

=====

Record 12
Density functional theory data (the ωB97M-V functional and the def2-TZVPD basis) for a cluster of 2 separate species, H4NS in total.

Charge: 0
Spin multiplicity: 2
ΔE to the lowest compared entry with this formula, charge and spin (eV): 0.0069
E_LUMO (spin up / spin down) (eV): 0.9 / -2.7
Frontier orbital gap (spin up / spin down) (eV): 10.92 / 7.11
<S²>: 0.7526

Last column: Mulliken charge in e.
Positions of all 6 atoms, in Å:
N: 0.76725 1.28564 0.05632  -0.670
H: -0.08972 0.73674 0.04078  0.248
H: 1.47384 0.65915 0.43455  0.226
H: 1.05829 1.40432 -0.91038  0.220
S: -2.00818 -1.50698 0.20383  -0.199
H: -1.20148 -2.57887 0.17489  0.174